# 1
Molecular formula: C30H22BiF6N5O2P
Method: DFT, the ωB97M-V functional and the def2-TZVPD basis

ORCA input file:
```
! RIJCOSX wB97M-V def2-TZVPD def2/J DEFGRID3
* xyz 0 2
H 4.174 -1.425 3.843
C -0.719 4.303 3.428
H 4.231 -4.173 1.723
C -2.243 3.570 -3.749
N -2.246 0.345 -0.149
C 3.609 -3.049 0.001
O 0.251 -1.991 3.486
C -2.979 0.924 -1.178
H 0.725 3.334 -2.153
N 2.443 1.538 0.828
H -2.334 4.924 2.151
F 2.534 2.120 -4.203
C 2.475 -0.332 4.578
H -1.833 -2.440 3.471
H 2.458 -0.830 5.540
F 3.488 0.038 -3.997
H 4.424 -3.373 -0.634
F 1.773 0.653 -2.620
C -3.820 -2.228 2.772
C -4.678 -1.624 1.815
C -2.816 -0.492 0.765
F 2.957 2.523 -1.987
H -0.363 4.597 -3.993
H -3.945 2.336 -3.221
C -0.926 3.859 -3.439
H -4.233 -2.873 3.538
H -2.016 3.103 0.558
H 4.184 -0.288 1.646
C -1.920 -1.139 1.739
C 0.477 2.313 2.728
H -0.854 5.111 4.138
N -0.968 2.239 -1.704
C 1.548 -2.159 1.517
H 2.307 2.540 0.845
C -0.330 2.223 1.584
Bi 0.051 0.642 -0.033
C 3.500 -3.488 1.311
H 0.917 3.423 4.506
H -5.742 -1.824 1.850
C 3.436 -0.037 2.392
C -4.199 -0.791 0.843
C 0.354 -1.697 2.323
C 0.278 3.359 3.632
C 2.656 -2.170 -0.495
F 4.662 1.912 -3.385
C -2.917 2.603 -3.022
F 3.910 0.444 -1.796
C 3.428 -0.669 3.625
C -2.487 -2.000 2.740
O -4.132 0.683 -1.469
C 2.485 0.935 2.095
P 3.240 1.285 -3.030
C -1.346 3.167 1.408
C -1.543 4.201 2.316
H 0.761 0.889 5.001
H -2.742 4.087 -4.559
C 2.448 -3.039 2.092
H 2.708 -1.791 -1.510
H -4.868 -0.352 0.127
C -0.314 3.169 -2.405
N -0.609 -0.934 1.597
C -2.241 1.960 -2.005
C 1.528 0.636 4.277
H 2.311 -3.350 3.119
C 1.511 1.276 3.039
H 3.181 1.284 0.186
N 1.642 -1.733 0.256
*
```

<S²> = 0.770
Lowest unoccupied orbital energy (spin up / spin down) = -0.01957 / -0.09703 Ha
Frontier orbital gap (spin up / spin down) = 7.8 / 6.0 eV
E_HOMO (spin up / spin down) = -8.32 / -8.61 eV
E_tot = -2736.12288 Ha


# 2
Molecular formula: C20H26N2O5
Method: DFT, the ωB97M-V functional and the def2-TZVPD basis

ORCA input file:
```
! RIJCOSX wB97M-V def2-TZVPD def2/J DEFGRID3
* xyz 0 1
H 1.964 -4.828 -1.289
C -2.063 -0.090 0.139
C -3.015 -1.010 0.505
H 1.892 -0.041 1.374
H 3.580 4.684 0.096
C -1.344 2.098 -0.720
C -2.429 1.166 -0.348
C -4.746 0.539 -0.122
H 1.504 1.947 -0.123
C 2.520 -1.937 -0.443
H 2.547 -5.797 0.068
H -7.099 -2.341 1.049
C 1.523 -3.976 0.630
C -6.620 -1.436 0.679
H 1.465 -0.202 -1.116
C 3.784 -4.092 -0.408
C -3.781 1.462 -0.480
H -6.922 -0.587 1.300
N -1.672 3.414 -0.833
C 3.640 -2.618 -0.635
H -6.930 -1.261 -0.356
H -2.740 -1.980 0.889
H 4.366 -4.532 -1.223
H 4.533 -2.105 -0.965
H -1.012 -0.321 0.225
O 1.665 4.260 -0.417
H 3.611 0.233 1.017
C 0.426 4.269 0.059
C 2.597 0.332 0.622
H 2.444 4.592 1.471
H 2.019 -3.859 1.596
H 3.215 -0.142 -1.380
H -1.006 5.364 -1.127
H -2.494 3.753 -0.361
O -0.205 1.718 -0.950
C 3.179 2.696 0.811
H 0.581 -4.502 0.796
O 0.124 4.210 1.221
O 4.221 2.509 1.407
H 0.571 -2.696 -0.823
N 2.347 1.737 0.400
H 0.759 -1.964 0.766
H -5.787 0.798 -0.244
H 4.354 -4.253 0.514
C -4.374 -0.705 0.383
O -5.235 -1.675 0.770
H -0.101 4.103 -2.015
H -4.101 2.408 -0.893
C 1.254 -2.600 0.028
C 2.732 4.140 0.515
C -0.600 4.353 -1.075
C 2.436 -0.455 -0.683
C 2.425 -4.777 -0.301
*
```

Energy above the lowest of the compared OMol25 structures with the same formula, charge and spin = 22.2 kcal per mole
Lowest unoccupied orbital energy = 0.01751 Ha
Frontier orbital gap = 9.1 eV
E_HOMO = -8.67 eV
E_tot = -1263.47237 Ha
SMILES = COc1ccc(C(=O)NCC(=O)OCC(=O)NCCC2=CCCCC2)cc1


# 3
Molecular formula: C5H10O
Method: DFT, the ωB97M-V functional and the def2-TZVPD basis

ORCA input file:
```
! RIJCOSX wB97M-V def2-TZVPD def2/J DEFGRID3
* xyz 0 1
H 3.606 -0.540 0.113
H -1.146 0.797 1.912
O 0.560 0.198 -0.165
H -0.864 -1.253 -0.353
H -1.221 0.761 -1.852
H -1.706 1.704 -0.430
H -2.221 -0.584 1.608
C 2.760 -0.201 -0.492
H -0.525 -0.870 2.050
H 2.797 0.882 -0.668
C -0.822 -0.226 0.021
C -1.658 0.694 -0.851
H 2.860 -0.712 -1.462
H -2.676 0.304 -0.942
C -1.197 -0.213 1.490
C 1.454 -0.739 0.022
*
```

Energy above the lowest of the compared OMol25 structures with the same formula, charge and spin = 59.3 kcal per mole
Lowest unoccupied orbital energy = 0.04199 Ha
Frontier orbital gap = 9.4 eV
E_HOMO = -8.29 eV
E_tot = -271.65805 Ha


# 4
Molecular formula: C4H12NO
Method: DFT, the ωB97M-V functional and the def2-TZVPD basis

ORCA input file:
```
! RIJCOSX wB97M-V def2-TZVPD def2/J DEFGRID3
* xyz 1 1
H -1.095 -0.795 2.250
H 1.306 -0.972 1.542
H 0.548 -2.461 2.464
H -0.629 -0.698 4.031
H -1.623 0.702 -1.324
H 1.691 -1.260 3.167
H 1.275 0.250 -1.564
H 0.547 2.369 -3.090
H -1.406 -1.038 0.478
C 0.408 0.920 -1.649
H -0.017 0.565 2.948
C -0.763 0.007 -1.273
C -0.347 -0.505 2.975
N -0.575 -0.512 0.122
C 0.850 -1.322 2.502
H -0.751 -0.860 -1.947
H 0.252 1.794 -0.976
O 0.380 1.423 -3.021
*
```

Energy above the lowest of the compared OMol25 structures with the same formula, charge and spin = 180.0 kcal per mole
Lowest unoccupied orbital energy = -0.36363 Ha
Frontier orbital gap = 5.2 eV
E_HOMO = -15.05 eV
E_tot = -289.08795 Ha


# 5
Molecular formula: C7H15O3
Method: DFT, the ωB97M-V functional and the def2-TZVPD basis

ORCA input file:
```
! RIJCOSX wB97M-V def2-TZVPD def2/J DEFGRID3
* xyz 1 1
C 1.916 3.091 -1.469
H 1.573 0.378 2.507
C -0.290 -0.445 -1.658
H -0.009 0.212 -2.440
O -2.502 -1.964 0.528
H -1.129 2.219 -0.847
H -1.341 -0.189 -1.540
H 1.294 3.831 -1.189
H 2.935 3.345 -1.084
H -2.746 -3.425 1.994
H 1.862 3.306 -2.623
C 0.625 -0.864 0.769
C -0.441 2.063 0.098
H -0.246 -0.935 1.334
H -1.108 1.615 0.803
H -0.247 3.059 0.509
O 0.558 -0.121 -0.559
H 0.817 -2.007 0.450
C 1.659 -0.114 1.500
C -2.908 -2.983 0.989
H -3.748 -3.437 0.485
H -0.179 -1.541 -1.748
H 2.672 -0.152 1.186
C 0.761 1.314 -0.334
O 1.606 1.704 -1.256
*
```

Energy above the lowest of the compared OMol25 structures with the same formula, charge and spin = 74.1 kcal per mole
Lowest unoccupied orbital energy (spin up / spin down) = -0.15265 / -0.13276 Ha
Frontier orbital gap (spin up / spin down) = 7.8 / 9.0 eV
E_HOMO (spin up / spin down) = -11.99 / -12.61 eV
E_tot = -500.93338 Ha


# 6
Molecular formula: C5H9NS
Method: DFT, the ωB97M-V functional and the def2-TZVPD basis

ORCA input file:
```
! RIJCOSX wB97M-V def2-TZVPD def2/J DEFGRID3
* xyz 0 1
H 2.137 -1.716 -0.502
H -1.026 2.222 -0.496
N 0.926 0.119 -0.301
C -1.537 1.464 0.230
H -0.376 0.293 -1.990
H -0.974 1.818 1.200
S -2.821 -1.049 0.146
H -0.362 -1.490 -1.333
C -1.474 -0.037 -0.083
H 0.522 -1.433 1.207
H 3.164 -0.149 -0.175
H -2.615 1.790 0.187
C -0.332 -0.339 -0.981
C 2.062 -0.675 -0.123
H 1.522 -0.235 2.028
C 1.185 -0.585 0.987
*
```

Energy above the lowest of the compared OMol25 structures with the same formula, charge and spin = 84.6 kcal per mole
Lowest unoccupied orbital energy = -0.02194 Ha
Frontier orbital gap = 8.2 eV
E_HOMO = -8.81 eV
E_tot = -648.71828 Ha
SMILES = CC(=S)CN1CC1


# 7
Molecular formula: C15H66ClF2NO25P
Method: DFT, the ωB97M-V functional and the def2-TZVPD basis

ORCA input file:
```
! RIJCOSX wB97M-V def2-TZVPD def2/J DEFGRID3
* xyz 1 1
H -5.608 -3.774 2.590
H -5.061 -1.736 7.094
H 3.031 5.812 -0.849
H -2.595 -6.601 0.466
H -5.869 -2.376 3.137
H -0.167 -5.379 5.128
C -0.596 0.159 -1.355
O 2.552 6.047 -1.651
H -5.501 2.052 0.280
H -0.409 0.314 -5.651
O 0.496 -0.019 -5.672
O 7.045 0.055 -1.092
H -4.990 1.736 3.722
O 3.274 11.754 -1.388
O 4.092 1.118 -4.777
H -2.318 -2.365 5.061
H -1.776 -7.496 5.401
C -2.811 -0.486 2.285
H 4.177 9.164 -2.250
C 3.518 -2.161 -1.457
O -0.850 -4.394 1.706
C 4.847 -2.028 -0.781
O -1.863 -1.291 -4.835
H -5.233 3.183 4.122
H 1.939 -0.003 -1.282
H 0.284 -6.805 4.839
O -2.016 4.790 1.653
Cl -0.379 3.721 -1.772
H 9.901 3.384 -0.784
C 2.171 -1.163 -3.088
N -1.585 1.019 -0.963
O -2.235 -8.252 5.782
O -3.673 -4.762 2.317
H 0.412 -1.670 -0.903
H 9.052 2.647 1.016
H -3.579 4.547 -5.851
F -2.421 0.565 3.134
H 1.038 0.746 -5.900
H -3.720 -7.028 -0.447
H -3.966 -2.404 4.487
H -1.447 -1.963 2.995
O -5.680 2.406 3.772
O -3.534 -1.471 -2.112
P -2.056 2.505 -1.914
H -5.009 0.365 0.387
O -6.310 -3.124 2.722
O 9.033 6.502 1.577
O 2.572 -2.739 -0.984
O -3.532 -6.840 0.479
C -1.057 -1.183 0.568
H 2.805 12.075 -0.613
C -2.521 -1.797 2.967
H -3.207 -0.878 4.851
H -1.345 4.114 1.518
H 1.755 5.510 -1.622
H -1.994 -8.999 5.227
C -2.032 -0.282 0.986
C -2.302 0.815 0.191
H 8.521 6.034 2.241
H -1.526 5.547 1.991
C -0.345 -0.962 -0.592
H 4.136 0.244 -4.371
C -3.032 -1.858 4.416
H 5.086 -2.984 -0.322
H -6.205 -2.090 6.161
H -2.987 -2.619 2.433
H -3.876 -0.391 2.068
H -0.132 -0.308 -3.369
H 3.548 8.117 -1.345
H 4.027 0.943 -5.722
H 1.436 -1.960 -2.975
H -1.678 2.562 -4.059
C 1.718 0.088 -2.346
C 0.219 0.377 -2.597
O 3.474 -1.560 -2.673
H 7.592 0.836 -0.934
H 7.684 -0.659 -1.190
O -2.083 1.949 -3.419
H -1.612 -2.221 -4.845
H -2.497 -1.222 -4.111
H 0.152 1.392 -2.962
C -3.387 1.779 0.599
H -3.862 4.043 -4.447
H -3.513 1.792 1.675
H -0.842 -2.081 1.134
F -4.635 1.239 -1.392
H -2.013 -8.746 -0.246
O 8.879 1.842 0.515
O -3.141 4.315 -5.025
O -1.471 -8.092 -0.701
H 10.226 4.867 -0.966
H -0.355 -4.941 2.327
O -5.433 -1.517 6.233
H -0.823 -8.598 -1.202
H -2.947 -0.751 -1.863
H -4.378 -1.041 -2.294
H -4.163 -4.860 1.489
H 5.598 -1.739 -1.504
H 9.507 5.810 1.101
H 4.796 -1.278 0.004
H -1.779 -4.525 1.957
H 9.321 1.146 1.011
O 9.785 4.249 -0.374
H 2.307 0.936 -2.694
O -0.190 -6.062 4.448
H 2.225 -0.941 -4.149
H -3.617 -5.669 2.643
H -3.178 2.804 0.311
C -4.726 1.343 -0.005
H 3.448 10.818 -1.204
O 3.994 8.971 -1.324
*
```

Lowest unoccupied orbital energy = -0.13407 Ha
Frontier orbital gap = 8.2 eV
E_HOMO = -11.85 eV
E_tot = -3548.01870 Ha


# 8
Molecular formula: C46H74F6O32
Method: DFT, the ωB97M-V functional and the def2-TZVPD basis

ORCA input file:
```
! RIJCOSX wB97M-V def2-TZVPD def2/J DEFGRID3
* xyz 0 1
H -2.900 2.861 0.690
H 3.816 -5.405 -0.668
C -0.034 0.460 0.563
F 6.588 -0.560 1.776
H 1.950 5.278 0.383
C 1.157 2.735 4.952
O 0.057 0.631 -6.429
O 2.073 -0.456 -4.151
O -0.897 -0.422 -0.056
H 1.899 -1.649 6.732
F 4.863 0.980 -2.551
O 2.736 -0.559 3.343
H -3.590 2.590 3.565
H 4.387 -2.316 -5.437
H 4.447 -4.026 3.362
H -0.477 1.737 2.217
H 0.402 -0.703 -1.563
C 1.221 0.981 -6.984
H -3.829 -0.043 -2.587
H -1.713 -4.220 -3.355
C -3.296 3.319 2.825
H 4.636 1.884 0.743
C 3.264 -4.621 -1.271
H -4.659 -1.122 1.928
H 0.615 -2.357 -6.754
C 2.561 2.173 5.231
C -0.657 -4.924 3.182
C -0.661 -0.522 -1.459
O 4.329 -0.990 1.764
O 0.758 3.337 3.964
H -0.434 1.564 -2.297
H -2.982 -1.363 1.525
C -0.324 0.679 2.079
C -3.503 3.570 -4.940
H -4.218 -1.791 5.146
H -0.922 -2.714 -6.143
F -0.117 5.919 1.258
O -1.890 -1.768 4.002
H -1.428 -3.413 -0.874
H 0.584 0.330 2.497
H 5.408 -0.497 0.117
C 1.301 4.478 0.148
H -1.624 1.905 -6.565
C 0.003 4.632 0.903
O -3.832 2.400 -4.295
O -2.933 3.532 -5.993
C 5.062 1.242 1.559
C -3.940 0.450 0.738
C 3.612 -0.238 2.631
H 0.108 -3.083 -3.761
C 3.098 2.404 -3.551
H -5.097 4.704 -2.602
C 5.384 -0.219 1.150
H 2.864 2.527 6.242
H -1.417 2.411 4.804
H -0.075 3.799 -7.220
C 0.623 -2.519 -4.600
O 0.306 2.432 5.978
H -1.229 3.913 5.654
H 0.246 -4.042 -6.199
C -4.214 -0.682 -3.372
H -4.191 -1.614 0.266
H 1.923 -4.679 0.250
C -4.103 -2.110 -2.881
O -3.796 4.651 -4.206
C -4.348 2.744 -3.026
H 5.924 1.735 1.992
C 3.807 -4.860 3.154
O 3.865 2.665 -1.370
H -2.206 3.376 2.920
H 2.968 0.972 -1.846
H -0.799 1.796 -4.983
O -1.016 4.494 -2.313
O 3.838 4.936 -1.342
H -3.340 4.428 -2.291
H -2.902 2.564 6.691
H -5.275 -0.452 -3.517
H 4.518 -2.336 -3.640
O 3.210 3.741 -3.200
C -3.623 2.633 1.484
O 4.074 1.019 2.639
H 0.363 -1.500 -4.564
H 3.942 -5.166 2.128
C 0.935 -1.167 6.898
O -3.583 1.230 1.805
H 1.833 3.534 0.239
C -3.585 -1.016 5.494
O 1.902 -4.246 4.554
H -3.230 -3.430 -0.764
C 3.683 3.926 -1.972
O -4.337 0.913 -0.281
H -2.231 -4.922 -0.825
H 4.748 -0.845 -4.513
C 1.867 -4.489 -0.843
H 0.329 -2.927 2.995
C 2.692 -1.479 -4.315
H -0.027 -3.601 1.496
C -2.189 -1.254 5.025
O 3.801 -3.325 -0.911
H 1.124 -0.119 7.127
F 3.425 -4.913 -2.603
O 1.354 2.329 -7.059
F 0.657 3.593 -5.326
C -1.127 2.826 5.755
C -0.355 4.424 -1.310
H 3.642 2.326 -4.472
H -3.524 -0.556 -4.290
C 0.279 -3.918 2.504
F -5.670 2.375 -2.918
O 2.071 0.157 -7.324
O 1.597 -4.448 2.311
C 0.125 -2.970 -5.980
O 1.587 -3.071 -1.048
H -3.816 4.212 2.910
H -1.202 -1.406 -1.816
H -0.158 3.944 1.691
H 2.001 2.145 -3.651
C 0.205 2.998 -6.453
H 1.085 -4.963 -1.436
O -1.279 -0.962 5.934
O -2.913 -2.624 -3.261
H 3.211 2.568 4.502
H -1.069 0.380 -3.358
O 0.935 4.499 -1.200
C -4.165 4.213 -2.945
H -3.479 -4.582 -2.951
H -1.839 1.244 7.146
H 0.485 -1.681 7.691
H 0.403 -0.671 4.757
H -0.829 -5.806 2.613
H -1.641 -4.438 3.222
H -0.360 -5.051 4.190
H 0.206 -2.327 5.271
H -1.198 0.088 2.349
H -4.605 2.887 1.142
C -2.342 -3.926 -1.255
H -1.606 2.878 7.816
H -3.594 -1.018 6.610
H 4.051 -5.663 3.862
C 2.394 -4.501 3.477
H 2.457 1.096 5.253
C -3.942 -1.019 1.077
C -0.704 1.841 -6.041
H -2.116 0.906 -2.073
C 4.173 -1.772 -4.528
O 2.970 -1.252 -0.873
O -0.974 4.301 -0.112
C 3.672 1.643 -2.322
O -4.972 -2.602 -2.219
H -4.004 -0.023 5.238
C 2.811 -2.461 -0.914
C -1.103 0.645 -2.360
O 0.938 0.961 0.060
C 0.096 -1.300 5.619
O 2.028 -2.689 -4.465
H -3.826 2.302 -2.136
C -2.581 -3.931 -2.793
C -1.893 2.313 6.963
*
```

Energy above the lowest of the compared OMol25 structures with the same formula, charge and spin = 5.5 kcal per mole
Lowest unoccupied orbital energy = 0.01185 Ha
Frontier orbital gap = 10.7 eV
E_HOMO = -10.37 eV
E_tot = -4804.23825 Ha


# 9
Molecular formula: C6H10
Method: DFT, the ωB97M-V functional and the def2-TZVPD basis

ORCA input file:
```
! RIJCOSX wB97M-V def2-TZVPD def2/J DEFGRID3
* xyz 0 1
C -1.095 1.893 -0.317
H -1.868 -1.770 0.777
H 2.195 0.172 -0.972
H 2.925 0.440 0.619
C 0.775 0.206 0.670
H -0.742 2.573 0.471
H 2.009 1.745 -0.186
H 0.493 0.793 1.546
C -0.549 0.691 -0.303
C 2.052 0.668 -0.004
H 0.168 -1.167 -1.079
C -1.881 -1.451 -0.275
H -1.939 -2.351 -0.894
C -0.673 -0.648 -0.617
H 0.866 -0.829 1.019
H -2.770 -0.823 -0.411
*
```

Energy above the lowest of the compared OMol25 structures with the same formula, charge and spin = 121.3 kcal per mole
Lowest unoccupied orbital energy (spin up / spin down) = -0.00456 / -0.00461 Ha
Frontier orbital gap (spin up / spin down) = 7.2 / 7.2 eV
E_HOMO (spin up / spin down) = -7.32 / -7.31 eV
E_tot = -234.40920 Ha


Q: E_tot of number 3 (C5H10O)?
A: -271.65805 Ha


Q: The highest E_tot belongs to which entry?
A: C6H10


Q: Number 8 is which compound?
A: C46H74F6O32